{"formula": "C29H48ClF7IN3O8P", "method": "the ωB97M-V functional and the def2-TZVPD basis", "lumo_energy_ev": 2.089, "homo_lumo_gap_ev": 7.969, "charge": -1, "elements": ["H", "H", "H", "C", "H", "C", "H", "C", "N", "C", "H", "H", "C", "F", "H", "N", "H", "F", "H", "H", "H", "C", "H", "H", "O", "H", "C", "C", "H", "C", "H", "C", "H", "C", "C", "C", "C", "H", "O", "N", "C", "F", "H", "H", "O", "I", "H", "H", "H", "C", "C", "H", "O", "C", "O", "O", "H", "H", "C", "C", "C", "C", "H", "F", "H", "C", "C", "C", "H", "F", "H", "H", "O", "H", "H", "C", "C", "Cl", "P", "H", "H", "H", "H", "H", "F", "H", "H", "O", "H", "C", "H", "C", "F", "H", "H", "H", "H", "H"], "xyz": [[0.9419, -3.4627, 2.5778], [-3.7353, 0.9448, 2.6285], [-1.9965, -2.8298, 1.8827], [-1.3608, 0.1069, 0.6327], [-3.4232, 0.4395, -0.3239], [2.9751, -0.9353, -1.4300], [4.1036, -4.3980, -2.3724], [-2.8318, 0.6549, 0.5805], [0.0655, -4.8114, -1.3157], [2.7686, -3.3518, 3.7451], [-1.9161, 0.2042, -3.7538], [-4.0804, -3.8131, 2.4050], [-0.3291, 3.5032, -2.5019], [-1.9839, -4.5579, 0.8402], [2.8919, 2.1413, 6.3934], [-1.5992, -0.3440, -1.8002], [-4.4253, 5.5971, -2.5646], [4.4332, -0.2973, 1.1166], [3.0223, -1.8548, 1.8825], [3.7663, -2.9532, 3.4773], [-2.4109, 2.7315, -4.1892], [3.3918, -2.1508, 5.9101], [-2.1299, 2.6438, -1.7403], [-2.0235, 6.3058, -2.8620], [2.0980, -3.8440, -3.4407], [0.0372, 4.4070, -2.9945], [2.7032, 1.6976, 3.2795], [2.5878, -1.5408, -2.8054], [3.6599, -2.3803, 6.9586], [-2.6452, 3.6124, -3.5824], [2.7735, -1.2379, 5.8045], [-3.8093, 0.2589, 1.7686], [-4.8071, 6.2847, -4.1514], [-3.9932, -3.4643, 1.3581], [2.3283, 0.6553, 0.2279], [3.8042, 1.7571, 2.2023], [2.8575, -3.0618, -2.9554], [1.5788, -1.3036, -3.1720], [1.7682, 1.7023, 0.0417], [2.0314, -1.6509, 1.9916], [1.4960, -1.9016, 0.6360], [5.0353, 1.5480, 2.7324], [-0.0486, 2.6405, -3.1117], [4.3190, -2.0085, 5.3211], [-0.0793, -2.4034, -1.7555], [-0.8884, -0.1521, 2.7666], [-2.0989, 4.3903, -1.6351], [-1.2933, 0.6197, -1.7131], [-3.7612, -0.8097, 2.0311], [-1.8406, 3.5482, -2.2846], [-4.1336, 6.3549, -3.2939], [3.2846, -1.0911, -3.5554], [0.1444, -2.2166, 0.6155], [-1.4913, -0.6831, -3.2049], [4.0988, -3.4405, -2.4966], [3.9649, 3.3954, 4.5356], [-2.4308, 7.0026, -4.4163], [-0.7218, 0.9720, 0.3676], [-0.1501, -3.7035, -1.5675], [-2.4066, 4.8619, -4.4329], [1.5814, -2.6538, 2.9690], [2.5769, -3.3501, 5.3022], [-1.9510, -2.8264, -3.5404], [4.4661, 1.5355, -0.0048], [-0.4679, -0.7516, -3.6477], [-2.4681, -3.2565, 0.9826], [-2.4302, -1.8376, -3.7138], [1.7860, -0.7184, -0.3999], [-3.3215, -1.7534, -0.2838], [2.4511, 0.4769, 3.7743], [-4.8445, 0.4163, 1.3664], [-2.6871, -1.7252, -4.7825], [2.3252, 2.3127, 5.6311], [-4.5989, -2.5537, 1.2149], [-1.3750, 4.8639, -4.7966], [3.7195, 0.8352, 0.9298], [-2.4061, -2.3804, -0.3006], [2.5154, -3.4474, 0.2189], [-0.8431, -1.3414, -0.5426], [-3.0381, 4.7972, -5.3262], [1.5055, -3.3298, 5.5727], [-4.3537, -4.2505, 0.6568], [0.9932, -2.1306, 3.7602], [-3.7100, 3.5338, -3.3406], [3.8312, 3.0324, 1.7548], [0.1837, 3.4184, -1.5422], [-2.7909, 1.7690, 0.6550], [0.5797, -0.3158, -0.8952], [3.0025, -4.3113, 5.6680], [-2.6813, 6.1898, -3.7275], [-4.2818, 7.3325, -2.8296], [3.1130, 2.5714, 4.5335], [1.5253, 2.2341, 2.8911], [3.8282, -1.4680, -0.9622], [3.4030, 0.0666, -1.6746], [-2.6294, -3.0475, -1.1663], [2.7712, -4.4198, 3.4252], [-3.3657, -1.8447, -3.1169]], "atomic_forces_ev_per_a": [[0.193, 0.635, -0.277], [0.276, -0.686, -0.195], [0.272, 0.052, -0.711], [-0.958, 0.584, 0.474], [0.970, -0.164, 0.038], [-0.228, 0.288, -0.610], [-0.228, -0.046, -0.237], [-1.040, 0.411, 1.524], [-0.774, -0.105, -0.433], [-0.973, -0.888, -0.133], [0.358, -0.388, 0.506], [-0.056, 0.073, -0.573], [-0.086, 0.118, 0.178], [0.309, 0.446, -0.214], [0.042, 0.398, 0.039], [-0.188, -0.871, -0.512], [-0.019, 0.004, -0.036], [-0.439, -0.102, 0.467], [-0.141, 0.499, 0.001], [-0.512, 0.003, 0.128], [0.009, -0.001, 0.031], [-0.737, -0.654, -0.246], [-0.108, 0.071, 0.009], [0.015, -0.033, -0.018], [-0.033, -0.144, -0.262], [0.002, -0.028, -0.027], [-0.534, 0.881, 2.336], [1.278, -0.607, -0.545], [-0.216, 0.505, -0.404], [-0.095, 0.003, 0.056], [0.498, -0.294, 0.342], [-0.814, 0.381, -1.292], [-0.008, -0.043, 0.023], [0.697, -0.375, -0.439], [-0.411, -0.212, 1.060], [0.308, 0.389, -0.996], [-0.057, 0.623, 0.560], [0.324, -0.260, 0.579], [0.127, -0.511, 0.155], [-0.650, -0.434, -1.099], [-0.393, -0.216, 0.820], [-0.498, -0.484, 0.423], [0.009, 0.015, 0.005], [-0.425, -0.078, 0.426], [-0.890, -2.533, -0.461], [0.001, 0.257, -0.357], [-0.003, -0.012, -0.007], [0.117, -0.273, 0.173], [0.220, 0.614, 0.210], [0.139, -0.156, -0.104], [0.075, 0.096, 0.116], [-0.362, -0.233, 0.461], [1.572, 1.038, 0.277], [-1.327, 0.892, -2.004], [-0.327, 0.710, -0.113], [0.426, 0.092, -0.072], [0.051, -0.004, 0.043], [-0.165, -0.777, 0.198], [1.216, 1.530, 0.140], [0.092, -0.026, 0.000], [0.260, -0.034, 1.903], [1.358, 0.129, -0.650], [-0.318, 0.524, -0.313], [-0.161, -0.209, 0.249], [-0.445, -0.409, 0.605], [-2.285, 0.252, 0.675], [0.664, -0.334, 0.973], [1.008, 0.961, 0.679], [1.008, 0.167, 0.100], [0.510, -0.331, -0.599], [0.614, -0.112, 0.286], [0.266, -0.037, 0.470], [0.120, -0.639, -0.894], [0.308, -0.400, 0.151], [-0.001, -0.021, 0.016], [0.585, 0.219, -1.186], [0.276, -1.175, 0.457], [-0.297, -0.247, -0.781], [-0.423, 2.268, -0.449], [-0.001, 0.032, 0.017], [0.504, 0.082, -0.097], [-0.005, 0.465, 0.557], [0.194, -0.250, -0.690], [0.009, 0.000, -0.030], [-0.510, -0.086, 0.177], [0.074, -0.064, -0.078], [0.173, -0.669, -0.245], [0.964, -1.234, -0.281], [-0.302, 0.617, -0.001], [-0.094, -0.009, -0.145], [-0.062, -0.033, -0.009], [-0.209, -0.021, 0.343], [0.436, -0.136, -0.697], [-0.771, 0.067, -0.279], [-0.499, -0.501, 0.227], [0.566, 0.288, 0.481], [0.148, 0.705, 0.026], [0.434, 0.207, -0.391]]}

---

{"formula": "C16H44CrFN4O4", "method": "the ωB97M-V functional and the def2-TZVPD basis", "lumo_energy_ev": [-5.741, -5.561], "spin_multiplicity": 5, "homo_lumo_gap_ev": [5.438, 5.618], "charge": 1, "elements": ["H", "H", "N", "H", "N", "H", "H", "H", "C", "H", "C", "C", "H", "H", "C", "H", "H", "H", "H", "C", "H", "F", "H", "H", "C", "H", "O", "H", "H", "H", "H", "H", "H", "H", "C", "H", "C", "Cr", "H", "O", "C", "H", "H", "H", "H", "C", "C", "H", "H", "H", "N", "H", "H", "C", "H", "N", "H", "O", "H", "H", "H", "C", "O", "H", "H", "H", "C", "C", "H", "C"], "xyz": [[-1.5205, 6.1405, 3.3889], [1.4127, -0.0016, 2.6541], [-2.3874, -0.5674, 0.1023], [-1.5514, 7.8078, 3.1372], [1.7811, -2.2004, -2.0212], [1.2959, -2.9934, -1.6264], [-0.1760, 2.8966, -0.3002], [0.5842, 3.6012, -1.7973], [-0.1508, -4.4688, 0.0072], [1.1272, -2.9354, 2.8712], [-0.7034, 5.0384, 1.0837], [1.9354, -2.3115, -3.4494], [-1.5281, -0.9629, 0.4564], [0.0646, -5.4705, 0.3788], [-0.1160, -3.5294, 1.1354], [0.8251, 0.5846, 1.0253], [2.7875, -2.9751, -3.5966], [-2.5475, 7.9665, 1.0033], [2.7832, -4.5805, 3.8492], [-2.8956, -0.0773, 1.3914], [0.0981, 4.8365, 1.7943], [-0.0836, 0.1569, -1.4688], [-2.5162, -1.9891, 2.3443], [-2.9152, -1.4244, 0.0178], [2.2360, -0.9630, -4.0601], [0.6692, -2.0656, -0.1512], [-0.3592, 4.9033, -0.3592], [-3.6094, -0.9445, 3.2230], [0.5333, -4.0281, -3.8630], [-0.2811, -2.4569, -3.6327], [0.0492, 6.9737, 3.1737], [-2.1732, 1.2192, 3.0443], [1.3146, 3.7112, -0.1704], [-4.1301, -1.8322, 1.8130], [-3.3056, -1.2476, 2.2210], [0.1519, -1.5347, 1.3109], [1.1246, -3.6639, 2.0603], [-2.0227, 0.4262, -1.7794], [-1.1544, -4.4281, -0.4161], [-0.6203, -0.0754, 2.2836], [0.6962, 0.6114, 2.1074], [2.0426, -3.3768, 1.5476], [3.1421, -0.5153, -3.6518], [-1.6551, 1.6980, 1.5198], [-3.7562, 0.5865, 1.3074], [-1.7732, 0.7973, 2.1223], [-1.1142, 6.5213, 1.3839], [0.7146, 1.6262, 2.5047], [2.1332, -6.2750, 3.7871], [-3.2104, 6.5897, 1.2656], [-2.3854, 6.9837, 0.8362], [-1.0289, -3.5621, 1.7301], [3.0180, -5.5662, 2.4154], [0.3815, 3.7269, -0.7337], [2.0054, 0.7176, -6.1582], [-0.0158, -2.2082, 0.5771], [1.3169, -0.3943, -3.9194], [2.4340, -1.1807, -5.4669], [1.1195, -1.4372, -2.0260], [-0.3672, 7.0610, 0.8018], [2.9861, -0.3320, -7.2408], [2.8275, 0.0042, -6.2162], [1.0802, -4.9641, 2.7154], [0.6063, -2.8240, -5.1023], [-1.5162, 4.3886, 1.4081], [0.5882, -4.2905, -0.7740], [-0.9887, 6.9212, 2.8450], [2.3288, -5.3567, 3.2335], [3.7546, 0.4669, -5.8779], [0.6093, -2.9521, -4.0199]], "atomic_forces_ev_per_a": [[0.215, -0.266, 0.552], [0.017, 0.062, -0.251], [-1.012, 0.633, -0.442], [0.368, 0.294, -0.522], [0.156, 1.410, 0.469], [0.140, -0.139, -0.464], [-0.122, -0.730, -0.461], [-0.412, 0.509, 0.090], [-0.324, -1.756, -0.263], [-0.599, 0.428, 0.170], [-0.460, 1.123, -0.854], [-0.552, -2.245, -0.351], [1.880, -0.670, -0.815], [-0.302, -0.179, -0.133], [2.107, 1.284, 0.958], [0.650, 0.303, 0.051], [-0.060, -0.112, -0.598], [0.628, 0.275, -0.150], [-0.061, 0.006, 0.338], [0.304, 2.179, 1.757], [0.664, -0.185, -0.486], [-2.933, 0.669, -0.746], [0.356, 0.228, 0.047], [-0.303, -0.402, -0.867], [-0.037, -0.772, -1.426], [0.164, -0.300, 0.229], [-0.176, 0.199, 1.084], [0.014, 0.092, -0.042], [0.115, 0.064, 0.398], [0.005, 0.125, 0.272], [-0.089, 0.029, 0.177], [0.115, -0.574, 0.459], [0.413, 0.042, -0.247], [-0.283, 0.285, -0.283], [-0.177, -1.084, 0.905], [0.087, -0.060, -0.120], [-1.062, -1.395, 1.119], [3.116, -0.996, 1.951], [0.086, -0.262, -0.333], [-0.294, 2.518, 0.452], [-1.509, -0.881, -0.102], [0.292, -0.895, -0.610], [-0.237, 0.220, 0.396], [0.913, -0.073, -0.481], [-0.068, 0.080, -0.419], [-0.649, -1.625, -1.018], [0.497, 0.926, -0.980], [-0.245, -0.066, -0.005], [0.285, 0.160, 0.156], [0.063, -0.690, 0.230], [-0.721, -0.618, -0.635], [0.029, -0.347, 0.134], [0.199, -0.130, -0.079], [-0.544, 0.407, 2.255], [0.058, 0.265, -0.186], [-0.968, 1.624, -0.135], [0.080, 0.856, 0.175], [0.534, 0.802, -0.007], [-0.383, 0.333, 1.193], [0.127, 0.236, 0.009], [-0.184, 0.066, 0.082], [-0.640, -1.126, 0.535], [0.153, 1.284, -1.111], [-0.118, 0.006, -0.126], [-0.324, -0.443, -0.493], [-0.065, 0.144, 0.215], [-0.167, -1.224, 0.428], [-0.109, -0.271, -0.306], [0.038, -0.112, 0.367], [1.321, 0.461, -1.106]]}

---

Energy relative to the best compared isomer or geometry (same formula, charge and spin) (computed, kJ/mol): 0.0, 379.6